# 1
C6H11N | wB97M-V/def2-TZVPD

Calculated values
LUMO level (spin up / spin down)	-4.799 / -6.536	eV
HOMO level (spin up / spin down)	-13.98 / -15.11	eV
E_tot	-7881.1593	eV
energy relative to the best compared isomer or geometry (same formula, charge and spin)	108.5	kJ/mol

Structure (ORCA input):
```
! RIJCOSX wB97M-V def2-TZVPD def2/J DEFGRID3
* xyz 1 2
C -1.799 -1.954 -1.703
C -0.719 -0.866 -1.640
N 1.662 0.766 -0.324
C 0.439 0.604 0.218
C -0.421 -0.403 -0.284
C 0.794 1.095 2.665
C 0.111 1.218 1.510
H -1.932 -2.323 -2.720
H -2.800 -1.675 -1.381
H -1.451 -2.771 -1.057
H 0.165 -1.203 -2.209
H -1.127 -0.063 -2.272
H 1.975 -0.036 -0.863
H 2.378 1.045 0.335
H -0.913 -1.041 0.439
H 0.470 1.740 3.469
H 1.789 0.670 2.592
H -0.776 1.844 1.530
*
```

# 2
C6H11N2 | wB97M-V/def2-TZVPD

Calculated values
LUMO level	-4.288	eV
HOMO level	-13.46	eV
E_tot	-9369.2509	eV
SMILES	CN(C)[C@]12CC1=[N+]2C
energy relative to the best compared isomer or geometry (same formula, charge and spin)	529.1	kJ/mol

Structure (ORCA input):
```
! RIJCOSX wB97M-V def2-TZVPD def2/J DEFGRID3
* xyz 1 1
C -1.799 1.276 -0.219
N -0.934 0.129 -0.202
C -1.337 -1.069 -0.872
C 0.192 0.239 0.551
C 0.820 1.580 0.783
C 1.898 0.796 0.115
N 1.378 -0.384 0.313
C 1.994 -1.642 0.287
H -1.779 1.643 -1.241
H -2.894 1.008 0.044
H -1.468 2.044 0.501
H -1.925 -1.705 -0.206
H -1.944 -0.857 -1.693
H -0.359 -1.631 -1.153
H 1.270 1.840 1.847
H 0.224 2.499 0.297
H 2.976 -1.399 -0.233
H 1.393 -2.478 -0.221
H 2.294 -1.889 1.301
*
```

# 3
C6H11N2 | wB97M-V/def2-TZVPD

Calculated values
LUMO level	-4.533	eV
HOMO level	-13.56	eV
E_tot	-9370.6205	eV
SMILES	CN[C@@]12C=[NH+]C[C@@H]1C2
energy relative to the best compared isomer or geometry (same formula, charge and spin)	396.9	kJ/mol

Structure (ORCA input):
```
! RIJCOSX wB97M-V def2-TZVPD def2/J DEFGRID3
* xyz 1 1
C -1.069 -0.975 -1.983
N -1.298 0.261 -1.153
C -0.527 0.233 0.115
C -0.566 -0.481 1.333
N 0.578 -0.648 1.859
C 1.673 0.060 1.124
C 0.995 0.533 -0.095
C 0.133 1.769 -0.056
H -0.219 -0.845 -2.629
H -0.940 -1.853 -1.406
H -1.922 -1.181 -2.620
H -2.206 0.351 -0.920
H -1.453 -0.936 1.909
H 0.953 -0.940 2.753
H 2.364 -0.677 0.970
H 2.161 0.716 1.848
H 1.468 0.247 -0.985
H 0.176 2.482 0.838
H -0.300 1.884 -0.905
*
```